# 1
A cluster of 2 separate species, C7H15NO in total at a distorted geometry, computed with ωB97M-V/def2-TZVPD.

HOMO: -9.159 eV
SMILES string: C=C(C)[C@@H](N)O.C=CC

Structure (ORCA input):
```
! wB97M-V def2-TZVPD RIJCOSX def2/J DEFGRID3
* xyz 0 1
C 1.733 -0.437 1.239
C 1.398 -0.168 -0.017
C 1.694 -1.098 -1.151
C 1.092 1.385 -0.400
N 0.849 1.517 -1.805
O 0.077 1.927 0.375
H 2.175 -1.381 1.522
H 1.526 0.260 2.036
H 2.473 -0.700 -1.803
H 2.038 -2.067 -0.791
H 0.814 -1.194 -1.786
H 2.007 1.941 -0.147
H 1.320 2.327 -2.196
H -0.118 1.318 -2.035
H -0.631 1.231 0.508
C -2.576 -0.301 -0.545
C -1.648 -0.565 0.360
C -1.876 -0.666 1.834
H -3.581 -0.011 -0.253
H -2.383 -0.377 -1.602
H -0.592 -0.849 0.024
H -2.435 0.185 2.208
H -2.433 -1.573 2.070
H -0.922 -0.704 2.355
*
```

---

# 2
A cluster of 2 separate species, C7H15NO2PS in total at a distorted geometry, computed with ωB97M-V/def2-TZVPD.

HOMO: -4.809 eV

Structure (ORCA input):
```
! wB97M-V def2-TZVPD RIJCOSX def2/J DEFGRID3
* xyz -1 1
C 2.114 -0.674 -0.237
C -3.836 -0.900 1.933
C -3.699 0.517 -0.268
C 2.927 1.601 -1.116
C 4.579 -0.267 -0.935
C -2.990 0.094 1.022
C 3.083 0.140 -0.933
N 1.533 -1.020 0.786
O -1.070 -1.573 -0.465
O -0.569 0.855 -0.257
P -1.214 -0.327 0.402
S 1.950 -0.801 -1.997
H -3.347 -1.186 2.857
H -4.763 -0.345 2.218
H -4.052 -1.832 1.517
H -4.778 0.395 -0.282
H -3.283 0.008 -1.162
H -3.472 1.661 -0.385
H 1.909 1.818 -1.283
H 3.404 1.793 -2.127
H 3.571 2.060 -0.254
H 4.684 -0.868 -1.780
H 5.276 0.603 -1.221
H 4.781 -0.771 -0.056
H -2.814 0.985 1.586
H 0.797 -1.593 0.733
H -0.720 -0.373 1.706
*
```

---

# 3
A cluster of 2 separate species, C7H15NS in total at a distorted geometry, computed with ωB97M-V/def2-TZVPD.

HOMO: -8.528 eV
SMILES string: CSC1(C)CC1.[H]/N=C/C

Structure (ORCA input):
```
! wB97M-V def2-TZVPD RIJCOSX def2/J DEFGRID3
* xyz 0 1
C 3.161 -0.814 0.430
S 1.373 -0.787 0.029
C 0.861 0.148 1.548
C 1.727 1.360 1.783
C 0.289 -0.655 2.576
C -0.649 0.201 1.717
H 3.077 -1.211 1.475
H 3.798 -1.594 -0.095
H 3.518 0.194 0.402
H 1.175 2.042 2.562
H 1.796 1.860 0.891
H 2.677 1.147 2.064
H 0.519 -0.229 3.529
H 0.093 -1.696 2.582
H -1.302 -0.383 1.131
H -1.256 0.837 2.320
H -4.769 -0.992 -3.066
N -4.173 -0.168 -2.998
C -2.934 -0.516 -3.235
C -1.875 0.460 -3.103
H -2.548 -1.487 -3.339
H -2.218 1.460 -2.908
H -1.135 0.557 -3.920
H -1.204 0.268 -2.375
*
```

---

# 4
A cluster of 2 separate species, C7H15P in total at a distorted geometry, computed with ωB97M-V/def2-TZVPD.

HOMO: -9.446 eV
SMILES string: CCC(C)C.CC#P

Structure (ORCA input):
```
! wB97M-V def2-TZVPD RIJCOSX def2/J DEFGRID3
* xyz 0 1
C -0.364 1.811 1.253
C -0.442 0.444 0.661
C 0.525 -0.467 1.205
C 0.528 -1.945 0.670
C 2.008 0.150 0.980
H 0.613 2.225 1.289
H -0.742 1.727 2.286
H -1.092 2.509 0.831
H -1.451 0.011 0.784
H -0.364 0.618 -0.449
H 0.364 -0.654 2.306
H 1.418 -2.341 1.372
H -0.393 -2.298 1.005
H 0.743 -2.006 -0.396
H 2.230 0.782 1.814
H 2.666 -0.719 0.845
H 1.897 0.749 0.123
C -1.220 -1.191 -3.032
C -2.446 -1.031 -2.326
P -3.814 -0.724 -1.655
H -0.855 -0.249 -3.449
H -1.379 -1.786 -3.970
H -0.511 -1.604 -2.408
*
```

---

Calculated values (eV) of Kohn-Sham gap for the records, taken in order: 10.14 7.97 9.34 10.29.